# 1
Density functional theory data (ωB97M-V with the def2-TZVPD basis set) for the molecule C2F2N2O4 in a non-equilibrium geometry.

Summary:
Molecular weight   154.0 g mol⁻¹
Orbital gap   10.09 eV
HOMO level   -11.14 eV
LUMO   -1.044 eV
SMILES   O=[N+]([O-])C(=C(F)F)[N+](=O)[O-]

Last column: natural (NBO) charge in e.
Atoms and positions in Å:
O  -0.43  1.97  -1.11  -0.357
N  -0.27  1.45  -0.03  0.531
O  0.08  2.05  0.92  -0.325
C  -0.12  -0.04  -0.03  -0.075
C  0.38  -0.69  -1.18  0.831
F  0.68  -1.96  -1.12  -0.269
F  0.53  -0.26  -2.39  -0.238
N  -0.22  -0.74  1.26  0.524
O  0.86  -0.89  1.76  -0.322
O  -1.30  -1.04  1.61  -0.301

***

# 2
Density functional theory data (ωB97M-V with the def2-TZVPD basis set) for the molecule C2F2N2S2 in a non-equilibrium geometry.

Summary:
Molecular weight   154.2 g mol⁻¹
Orbital gap (spin up / spin down)   6.07 / 6.02 eV
HOMO level (spin up / spin down)   -8.75 / -8.72 eV
LUMO (spin up / spin down)   -2.677 / -2.701 eV

Last column: natural (NBO) charge in e.
Atoms and positions in Å:
C  -0.84  -0.37  -0.05  0.399
C  -0.91  1.11  -0.17  0.351
N  0.18  -1.12  0.04  -0.614
N  2.44  0.21  -0.05  -0.839
F  -1.98  -1.12  0.05  -0.323
F  -2.13  1.53  0.07  -0.291
S  3.93  0.73  0.04  0.353
S  1.73  -1.20  0.00  0.964

***

# 3
Density functional theory data (ωB97M-V with the def2-TZVPD basis set) for a structure of composition C2F3I3NO in a non-equilibrium geometry.

Summary:
Molecular weight   491.7 g mol⁻¹
Orbital gap   6.61 eV
HOMO level   -4.09 eV
LUMO   2.528 eV
Total charge   -1

Last column: natural (NBO) charge in e.
Atoms and positions in Å:
C  -0.78  0.64  -0.77  0.874
C  0.35  -0.98  0.77  0.204
N  0.27  -0.19  -0.59  -0.195
O  1.45  -0.05  -1.15  -0.617
F  -0.94  0.82  -2.07  -0.331
F  -1.96  0.32  -0.30  -0.320
F  -0.51  -1.98  0.85  -0.356
I  -0.46  3.04  -0.14  -0.446
I  0.26  0.10  2.71  0.028
I  2.33  -1.72  0.68  0.159

***

# 4
Density functional theory data (ωB97M-V with the def2-TZVPD basis set) for a structure of composition C2F3NO3SV in a non-equilibrium geometry.

Summary:
Spin multiplicity   5
Molecular weight   226.0 g mol⁻¹
Orbital gap (spin up / spin down)   9.22 / 8.06 eV
HOMO level (spin up / spin down)   -14.78 / -15.93 eV
LUMO (spin up / spin down)   -5.562 / -7.873 eV
Total charge   +1

Last column: Löwdin spin population.
Atoms and positions in Å:
N  1.41  -1.13  0.11  0.522
S  -0.07  -1.06  -0.30  0.222
C  -0.05  0.17  -1.76  0.103
F  0.52  1.29  -1.39  0.027
F  -1.29  0.39  -2.14  0.022
F  0.63  -0.39  -2.74  0.017
O  -1.69  1.21  2.49  0.019
C  -0.76  0.58  2.10  0.015
O  0.41  0.40  2.43  0.047
O  -1.09  -0.26  0.65  0.058
V  1.97  -0.45  1.84  2.946

***

# 5
Density functional theory data (ωB97M-V with the def2-TZVPD basis set) for a cluster of 2 separate species, C2F4O in total in a non-equilibrium geometry.

Summary:
Molecular weight   116.0 g mol⁻¹
Orbital gap   11.34 eV
HOMO level   -11.49 eV
LUMO   -0.151 eV

Last column: natural (NBO) charge in e.
Atoms and positions in Å:
C  -1.75  0.42  -0.22  1.127
C  1.91  -0.54  -0.08  0.655
O  -1.88  1.57  -0.37  -0.523
F  -2.27  -0.35  0.76  -0.317
F  -0.99  -0.37  -0.92  -0.289
F  2.73  0.50  -0.13  -0.338
F  2.26  -1.22  0.96  -0.315

***

# 6
Density functional theory data (ωB97M-V with the def2-TZVPD basis set) for the molecule C2F5IO2S in a non-equilibrium geometry.

Summary:
Molecular weight   310.0 g mol⁻¹
Orbital gap   9.13 eV
HOMO level   -10.72 eV
LUMO   -1.593 eV
SMILES   O=S(=O)(I)C(F)(F)C(F)(F)F

Last column: natural (NBO) charge in e.
Atoms and positions in Å:
O  -1.45  0.24  -2.02  -0.865
S  -1.40  -0.41  -0.78  1.860
O  -1.23  -1.83  -0.73  -0.880
I  -3.37  0.07  0.58  -0.014
C  0.00  0.35  0.43  0.461
F  0.34  -0.55  1.31  -0.271
F  -0.58  1.38  1.06  -0.288
C  1.20  0.71  -0.48  0.903
F  2.35  1.12  0.21  -0.311
F  1.59  -0.32  -1.26  -0.292
F  0.87  1.72  -1.33  -0.302

***

# 7
Density functional theory data (ωB97M-V with the def2-TZVPD basis set) for a structure of composition C2F6MoNO4S6Sb.

Summary:
Molecular weight   626.1 g mol⁻¹
Orbital gap   6.89 eV
HOMO level   -17.25 eV
LUMO   -10.358 eV
Total charge   +2

Last column: natural (NBO) charge in e.
Atoms and positions in Å:
Mo  0.63  -1.27  0.33  1.036
F  -2.00  1.53  -3.23  -0.248
C  -1.45  0.44  -2.78  0.815
F  -0.12  0.50  -2.82  -0.291
F  -1.89  -0.63  -3.40  -0.257
S  -1.92  0.27  -0.97  2.178
O  -1.07  -0.97  -0.55  -0.912
O  -3.30  0.05  -0.82  -0.754
N  -1.27  1.53  -0.30  -1.135
S  -0.39  1.42  0.98  2.105
O  0.92  0.65  0.55  -0.853
O  -0.93  0.80  2.14  -0.819
C  0.23  3.19  1.29  0.863
F  0.65  3.67  0.16  -0.253
F  1.19  3.07  2.17  -0.258
F  -0.80  3.84  1.76  -0.247
S  1.60  -5.91  0.58  -0.252
Sb  2.81  -4.37  1.43  1.359
S  2.05  -2.11  -0.91  0.144
S  0.58  -2.36  2.11  0.031
S  4.46  -3.34  2.29  -0.252

***

# 8
Density functional theory data (ωB97M-V with the def2-TZVPD basis set) for a structure of composition C2F6NO4S2V in a non-equilibrium geometry.

Summary:
Spin multiplicity   4
Molecular weight   331.1 g mol⁻¹
Orbital gap (spin up / spin down)   6.42 / 8.61 eV
HOMO level (spin up / spin down)   -3.24 / -5.61 eV
LUMO (spin up / spin down)   3.178 / 2.999 eV
Total charge   -1

Last column: Löwdin spin population.
Atoms and positions in Å:
O  0.97  -2.41  2.30  -0.136
V  1.80  -1.72  0.92  2.907
N  0.02  0.92  -0.27  0.011
S  -0.84  0.05  1.05  0.044
O  -2.32  -0.11  0.86  0.007
C  -0.73  1.42  2.32  0.006
F  -1.38  2.50  1.93  0.001
F  0.54  1.73  2.55  0.007
F  -1.28  0.97  3.44  0.000
S  0.93  0.22  -1.33  0.040
O  1.79  -0.86  -0.75  0.098
O  1.64  1.16  -2.18  0.003
C  -0.11  -0.79  -2.50  0.003
F  -0.79  -1.70  -1.82  0.005
F  -0.94  0.00  -3.15  0.000
F  0.68  -1.41  -3.37  0.001

***

# 9
Density functional theory data (ωB97M-V with the def2-TZVPD basis set) for a structure of composition C2F6NO4S5SbW.

Summary:
Spin multiplicity   2
Molecular weight   681.9 g mol⁻¹
Orbital gap (spin up / spin down)   7.21 / 8.04 eV
HOMO level (spin up / spin down)   -12.76 / -13.54 eV
LUMO (spin up / spin down)   -5.546 / -5.505 eV
Total charge   +1

Last column: Löwdin spin population.
Atoms and positions in Å:
W  0.10  1.86  0.59  0.897
S  -2.31  5.22  3.02  0.023
Sb  -0.23  4.91  2.51  0.009
S  0.17  2.04  2.71  -0.030
S  -0.08  3.77  -0.29  -0.036
F  3.62  -1.64  -0.64  0.000
C  2.54  -1.85  0.09  0.003
F  2.79  -1.66  1.37  0.000
F  2.05  -3.04  -0.13  0.002
S  1.27  -0.61  -0.48  0.012
O  1.78  0.72  0.05  0.044
O  1.10  -0.67  -1.88  0.002
N  0.02  -0.94  0.44  0.005
S  -1.46  -0.68  -0.07  0.010
O  -1.44  0.79  -0.45  0.054
O  -2.43  -1.07  0.88  0.000
C  -1.81  -1.63  -1.68  0.003
F  -3.02  -2.13  -1.56  0.001
F  -0.91  -2.59  -1.78  0.001
F  -1.75  -0.80  -2.70  0.000

***

# 10
Density functional theory data (ωB97M-V with the def2-TZVPD basis set) for a structure of composition C2F6O6S2Sn in a non-equilibrium geometry.

Summary:
Molecular weight   416.8 g mol⁻¹
Orbital gap   3.90 eV
HOMO level   -9.08 eV
LUMO   -5.182 eV

Last column: natural (NBO) charge in e.
Atoms and positions in Å:
Sn  -3.78  21.42  -0.88  1.618
C  1.05  23.28  -3.24  0.794
F  1.16  21.98  -3.19  -0.321
F  2.23  23.81  -3.05  -0.293
F  0.50  23.65  -4.32  -0.295
S  -0.32  23.81  -1.90  2.218
O  0.42  24.21  -0.68  -0.894
O  -1.09  24.91  -2.46  -0.925
O  -1.19  22.70  -1.54  -1.063
C  -4.17  26.15  1.83  0.769
F  -3.64  27.27  2.25  -0.297
F  -4.14  25.31  2.93  -0.342
F  -5.39  26.37  1.35  -0.316
S  -3.04  25.40  0.35  2.253
O  -3.67  24.08  0.04  -1.101
O  -3.05  26.36  -0.71  -0.899
O  -1.64  25.30  0.89  -0.905

***

# 11
Density functional theory data (ωB97M-V with the def2-TZVPD basis set) for a cluster of 2 separate species, C2FN3O3 in total in a non-equilibrium geometry.

Summary:
Molecular weight   133.0 g mol⁻¹
Orbital gap   12.34 eV
HOMO level   -12.05 eV
LUMO   0.289 eV
SMILES   Fc1nnno1.O=C=O

Last column: natural (NBO) charge in e.
Atoms and positions in Å:
F  0.58  -0.68  -1.29  -0.257
C  -0.57  -0.53  -0.66  0.839
N  -1.24  0.58  -0.69  -0.369
N  -2.26  0.37  0.17  -0.005
N  -2.22  -0.76  0.69  0.108
O  -1.09  -1.46  0.10  -0.317
O  1.57  0.49  1.39  -0.526
C  2.26  0.83  0.54  1.020
O  2.97  1.17  -0.26  -0.495

***

# 12
Density functional theory data (ωB97M-V with the def2-TZVPD basis set) for a structure of composition C2H10BClCoO2 in a non-equilibrium geometry.

Summary:
Spin multiplicity   5
Molecular weight   171.3 g mol⁻¹
Orbital gap (spin up / spin down)   8.92 / 5.13 eV
HOMO level (spin up / spin down)   -14.45 / -14.42 eV
LUMO (spin up / spin down)   -5.522 / -9.296 eV
Total charge   +1

Last column: Löwdin spin population.
Atoms and positions in Å:
Co  3.37  0.46  0.28  2.751
B  3.41  2.47  1.22  0.095
H  3.35  1.60  1.87  0.028
H  3.35  3.36  1.83  0.009
H  4.35  2.48  0.70  0.017
H  2.67  2.33  0.45  0.041
Cl  0.90  0.11  0.28  0.072
C  -2.20  -2.11  -0.97  0.138
C  -2.82  -0.74  -0.62  0.137
O  -2.25  -0.20  0.51  0.361
O  -0.88  -2.01  -1.46  0.283
H  -2.76  -2.53  -1.81  0.006
H  -2.22  -2.77  -0.10  0.021
H  -3.88  -0.87  -0.39  0.004
H  -2.78  0.03  -1.39  0.028
H  -1.30  -0.06  0.42  0.006
H  -0.33  -1.54  -0.84  0.004

***

# 13
Density functional theory data (ωB97M-V with the def2-TZVPD basis set) for a cluster of 2 separate species, C2H10ClNSi2 in total in a non-equilibrium geometry.

Summary:
Molecular weight   139.7 g mol⁻¹
Orbital gap   7.43 eV
HOMO level   -7.63 eV
LUMO   -0.200 eV

Last column: natural (NBO) charge in e.
Atoms and positions in Å:
C  -2.72  -0.88  1.28  -1.231
C  -1.60  1.70  0.04  -1.175
N  2.30  -1.56  -0.99  -1.271
Si  2.67  0.16  -0.80  1.323
Si  -3.21  0.76  0.49  0.979
Cl  3.90  0.49  0.86  -0.407
H  -3.58  -1.51  1.26  0.235
H  -2.08  -1.43  0.64  0.238
H  -2.42  -0.86  2.43  0.256
H  -1.43  2.46  0.77  0.244
H  -0.81  0.92  0.12  0.221
H  -1.59  1.97  -0.94  0.233
H  3.01  -2.20  -0.54  0.402
H  2.46  -1.85  -1.94  0.387
H  3.49  0.80  -1.90  -0.214
H  1.61  1.01  -0.79  -0.221

***

# 14
Density functional theory data (ωB97M-V with the def2-TZVPD basis set) for a cluster of 2 separate species, C2H10N in total in a non-equilibrium geometry.

Summary:
Molecular weight   48.1 g mol⁻¹
Orbital gap   11.28 eV
HOMO level   -15.61 eV
LUMO   -4.324 eV
Total charge   +1

Last column: natural (NBO) charge in e.
Atoms and positions in Å:
N  -0.92  -1.61  0.53  -0.868
H  -1.79  -1.91  0.96  0.455
H  -0.67  -0.91  1.21  0.464
H  -1.04  -1.33  -0.45  0.478
H  -0.18  -2.33  0.62  0.463
C  1.07  0.76  0.26  -0.653
C  0.11  1.17  -0.97  -0.640
H  2.02  1.35  0.23  0.259
H  0.53  1.24  1.20  0.211
H  1.32  -0.29  0.47  0.178
H  -0.09  2.25  -0.94  0.254
H  -1.05  0.92  -0.83  0.170
H  0.38  0.74  -1.95  0.229

***

# 15
Density functional theory data (ωB97M-V with the def2-TZVPD basis set) for a cluster of 2 separate species, C2H10N2 in total in a non-equilibrium geometry.

Summary:
Spin multiplicity   2
Molecular weight   62.1 g mol⁻¹
Orbital gap (spin up / spin down)   2.54 / 9.23 eV
HOMO level (spin up / spin down)   1.42 / -5.33 eV
LUMO (spin up / spin down)   3.960 / 3.900 eV
Total charge   -1

Last column: Löwdin spin population.
Atoms and positions in Å:
C  -3.21  -0.40  0.51  0.107
H  -3.69  -1.04  1.26  0.010
H  -3.94  0.41  0.45  0.007
H  -3.01  -1.09  -0.30  0.010
H  -2.31  0.11  0.87  0.020
N  0.41  0.34  -0.29  0.040
C  1.87  0.51  -0.05  0.377
N  2.77  -0.26  -0.84  0.089
H  0.33  -0.28  -1.09  0.010
H  0.02  -0.17  0.48  0.041
H  2.09  1.58  -0.05  0.050
H  1.95  0.29  1.03  0.077
H  3.68  -0.30  -0.35  0.103
H  3.04  0.30  -1.65  0.057

***

# 16
Density functional theory data (ωB97M-V with the def2-TZVPD basis set) for a cluster of 2 separate species, C2H10N2 in total in a non-equilibrium geometry.

Summary:
Molecular weight   62.1 g mol⁻¹
Orbital gap   9.91 eV
HOMO level   -9.16 eV
LUMO   0.753 eV
SMILES   CN.CN

Last column: natural (NBO) charge in e.
Atoms and positions in Å:
C  -2.02  -2.30  1.19  -0.412
N  -2.33  -0.92  1.54  -0.817
H  -0.94  -2.47  1.32  0.177
H  -2.28  -2.44  0.13  0.174
H  -2.57  -3.05  1.79  0.183
H  -1.41  -0.53  1.74  0.347
H  -2.57  -0.62  0.59  0.348
C  2.05  1.19  -1.08  -0.404
N  2.12  2.52  -1.61  -0.847
H  1.15  0.71  -1.51  0.192
H  1.95  1.19  0.02  0.161
H  2.93  0.58  -1.35  0.188
H  2.73  3.21  -1.16  0.360
H  1.18  2.92  -1.61  0.351